1.
Computed, not measured: one molecule with the formula C6H10O at a distorted geometry, with ωB97M-V/def2-TZVPD.

Each line ends with the natural charge from an NBO analysis.
Cartesian coordinates (Å):
C 0.139 1.943 0.633  -0.31
C -0.359 1.120 -0.499  -0.09
O 0.642 0.582 -1.378  -0.52
C 0.471 -0.825 -1.418  -0.06
C -0.299 -1.176 -0.133  -0.32
C 0.589 -0.998 1.112  -0.61
C -1.172 0.026 -0.049  -0.10
H 0.783 0.080 1.277  0.22
H -0.199 1.731 1.644  0.18
H 0.325 2.997 0.437  0.17
H -1.009 1.840 -1.036  0.23
H -0.093 -1.132 -2.313  0.17
H 1.463 -1.287 -1.457  0.19
H -0.793 -2.151 -0.184  0.22
H 1.583 -1.435 0.993  0.21
H 0.093 -1.410 1.994  0.21
H -2.164 0.093 0.379  0.21

Energy above the lowest of the compared OMol25 structures with the same formula, charge and spin = 387.4 kJ/mol
LUMO (spin up / spin down) = 0.0 / 0.4 eV
Multiplicity = 1
HOMO (spin up / spin down) = -7.8 / -8.6 eV
Total energy = -8427.2251 eV

=====

2.
Computed, not measured: C6H10O as an isolated structure, with ωB97M-V/def2-TZVPD.

Each line ends with the natural charge from an NBO analysis.
Cartesian coordinates (Å):
O 0.463 3.119 -0.076  -0.71
C -0.144 2.126 -0.512  0.14
C 0.802 1.000 -1.414  -0.50
C 0.537 0.251 -0.242  -0.02
C -0.335 -0.940 -0.212  -0.29
C 0.185 -2.176 0.498  -0.39
C -0.944 -1.399 1.088  -0.40
H -1.045 2.120 -1.153  0.18
H 0.345 0.664 -2.342  0.22
H 1.757 1.504 -1.515  0.26
H -0.564 1.345 0.326  0.15
H 1.191 0.414 0.614  0.24
H -0.908 -1.111 -1.120  0.23
H -0.025 -3.134 0.034  0.23
H 1.160 -2.112 0.974  0.22
H -1.943 -1.822 1.048  0.23
H -0.745 -0.792 1.967  0.22

Energy above the lowest of the compared OMol25 structures with the same formula, charge and spin = 382.7 kJ/mol
LUMO = 0.7 eV
Multiplicity = 1
HOMO = -8.2 eV
Total energy = -8427.2742 eV

=====

3.
Computed, not measured: one molecule with the formula C6H10O, with ωB97M-V/def2-TZVPD.

Each line ends with the natural charge from an NBO analysis.
Cartesian coordinates (Å):
C 2.206 -0.209 -0.049  -0.61
C 0.998 0.697 0.189  -0.42
C -0.209 -0.012 0.799  0.08
O -1.213 1.029 1.133  -0.47
C -2.189 1.146 0.269  0.30
C -1.901 0.108 -0.808  -0.58
C -1.042 -0.924 -0.086  -0.45
H 2.008 -0.962 -0.820  0.20
H 2.492 -0.735 0.869  0.21
H 3.070 0.382 -0.375  0.22
H 0.712 1.195 -0.746  0.20
H 1.276 1.493 0.889  0.22
H 0.075 -0.461 1.752  0.20
H -1.699 -1.512 0.571  0.21
H -2.789 -0.275 -1.316  0.24
H -1.312 0.661 -1.556  0.23
H -0.481 -1.621 -0.714  0.23

Energy above the lowest of the compared OMol25 structures with the same formula, charge and spin = 194.7 kJ/mol
LUMO = 0.9 eV
Multiplicity = 1
HOMO = -8.3 eV
Total energy = -8429.2226 eV

=====

4.
Computed, not measured: one molecule with the formula C6H10O, with ωB97M-V/def2-TZVPD.

Each line ends with the natural charge from an NBO analysis.
Cartesian coordinates (Å):
C -1.600 -0.418 -0.338  -0.42
C -0.697 -1.070 0.705  -0.09
O 0.513 -1.483 0.032  -0.43
C 1.526 -0.671 -0.036  0.38
C 1.804 0.523 0.635  -0.55
C 0.860 1.458 1.075  -0.28
C -0.894 0.645 -1.190  -0.60
H -2.455 0.009 0.198  0.22
H -1.987 -1.210 -0.988  0.20
H -0.434 -0.379 1.509  0.23
H -1.125 -1.996 1.098  0.19
H 2.262 -1.087 -0.728  0.19
H 0.183 0.492 -1.196  0.20
H 2.889 0.653 0.682  0.20
H 1.391 2.290 1.573  0.12
H -1.197 0.594 -2.237  0.20
H -1.041 1.649 -0.794  0.24

Energy above the lowest of the compared OMol25 structures with the same formula, charge and spin = 416.3 kJ/mol
LUMO (spin up / spin down) = -0.3 / -0.3 eV
Multiplicity = 1
HOMO (spin up / spin down) = -7.7 / -7.7 eV
Total energy = -8426.9259 eV

=====

> The lowest energy above the lowest of the compared OMol25 structures with the same formula, charge and spin belongs to which entry?

number 3